# 1
# C15H31CeClO4P2

C15H31CeClO4P2 as an isolated structure in a non-equilibrium geometry (ωB97M-V with the def2-TZVPD basis set, the Open Molecules 2025 dataset).

XYZ file:
```
54
Properties=species:S:1:pos:R:3:forces:R:3:lowdin_charge:R:1
P 0.961 -2.184 -0.732 -2.52 -1.34 -2.81 0.7613
P 1.341 0.468 -1.584 -1.18 1.47 -3.69 0.9095
C 0.075 -1.757 -2.329 0.42 0.73 0.61 -0.3632
C 0.945 -0.720 -3.016 0.49 -0.35 0.26 -0.3675
H -0.904 -1.344 -2.021 0.47 -0.16 -0.40 0.0830
H -0.082 -2.687 -2.893 0.04 0.15 0.15 0.1184
H 1.881 -1.161 -3.374 -0.25 0.08 -0.16 0.0749
H 0.412 -0.254 -3.868 0.68 -0.06 0.61 0.1085
C -0.225 1.418 -2.078 -0.49 0.21 0.47 -0.2244
H -0.186 2.486 -1.799 0.11 -0.51 -0.02 0.0754
H -1.144 0.971 -1.669 0.46 0.23 -0.27 0.0243
H -0.258 1.336 -3.177 0.07 0.29 0.68 0.0617
C 2.415 1.696 -2.460 0.61 -0.21 0.51 -0.2330
H 1.902 2.050 -3.375 0.29 -0.28 0.54 0.0731
H 3.355 1.190 -2.718 -0.09 0.43 -0.03 0.0525
H 2.609 2.548 -1.787 0.05 -0.27 -0.39 0.0622
C -0.566 -3.051 -0.158 0.28 -1.19 0.63 -0.1977
H -0.501 -3.293 0.905 -0.09 -0.31 -0.19 0.0548
H -0.725 -3.949 -0.774 -0.07 0.11 0.38 0.0875
H -1.424 -2.363 -0.281 0.79 -0.33 -0.28 0.0495
C 2.586 -2.730 -1.529 -0.40 -1.15 0.31 -0.1691
H 3.384 -1.957 -1.558 -0.62 -0.19 0.11 0.0765
H 2.318 -3.016 -2.564 0.32 0.21 0.51 0.0767
H 2.983 -3.618 -1.027 0.01 0.20 -0.05 0.0625
Ce 2.030 -0.865 1.178 1.16 0.81 2.94 1.1401
C -1.053 3.202 1.975 -0.28 0.53 0.14 -0.0735
C -1.829 3.724 1.013 -0.05 0.60 0.13 -0.0935
C -2.862 3.129 0.079 0.13 0.05 -0.50 -0.1684
C -3.516 1.770 0.431 0.44 0.90 -0.54 -0.1364
C -2.731 0.542 0.010 -2.29 -0.26 -1.32 -0.0776
C -1.652 0.064 0.619 2.48 -0.20 0.16 -0.1159
C -0.567 1.060 0.854 -0.28 0.00 1.96 -0.2582
C -0.757 1.747 2.180 0.02 0.54 0.72 -0.1743
C 2.073 -3.254 1.540 -0.12 -0.72 -0.19 -0.2270
H -0.627 3.860 2.737 0.24 0.11 -0.63 0.1193
H -1.749 4.798 0.809 -0.16 -0.18 0.70 0.1161
H -2.364 3.036 -0.908 -0.50 0.10 0.12 0.1041
H -3.682 3.879 -0.069 0.82 -0.52 0.25 0.1357
H -3.752 1.701 1.504 0.43 0.00 -0.23 0.1352
H -4.511 1.758 -0.045 0.56 -0.26 -0.12 0.1265
H -3.086 0.063 -0.921 -1.08 -0.89 1.27 0.1309
H -1.485 -0.930 1.053 0.00 -0.13 -1.30 0.1086
H -0.509 1.816 0.083 0.02 -0.17 0.01 0.0658
H 0.480 0.620 0.850 -1.13 0.29 -0.19 -0.0281
H -1.581 1.275 2.714 0.17 -0.17 0.29 0.1360
H 0.153 1.589 2.765 -0.39 0.56 0.26 0.0893
H 3.138 -3.540 1.629 0.01 0.37 -0.37 0.0614
H 1.580 -4.003 0.906 0.38 0.07 0.08 0.0208
H 1.659 -3.460 2.543 -0.01 0.57 -0.30 0.0532
O 0.481 -1.395 2.958 0.77 0.93 -0.14 -0.4358
Cl 1.189 -0.729 4.136 -0.70 0.17 2.32 0.8044
O 1.562 -1.708 5.107 -0.61 1.12 -1.43 -0.1872
O 2.446 -0.165 3.508 -0.70 -0.39 -1.03 -0.4139
O 0.367 0.340 4.626 1.25 -1.58 -0.56 -0.2151
```
Positions in Å, forces in eV/Å.

Results
Lowest unoccupied orbital energy (spin up / spin down): -8.05 / -10.15 eV
HOMO energy (spin up / spin down): -14.1 / -13.9 eV
Frontier orbital gap (spin up / spin down): 6.08 / 3.78 eV
E: -2507.992209 hartree
Charge: +2
Spin multiplicity: 1

# 2
# C15H32BFO6P

A 3-piece molecular cluster, C15H32BFO6P overall in a non-equilibrium geometry (ωB97M-V with the def2-TZVPD basis set, the Open Molecules 2025 dataset).

XYZ file:
```
56
Properties=species:S:1:pos:R:3:forces:R:3:lowdin_charge:R:1
C 0.007 -3.214 3.038 1.26 -0.34 0.93 -0.1709
C 0.862 -1.962 3.509 -1.24 -0.62 -0.11 -0.4232
P 0.877 -0.485 2.328 -0.09 0.85 0.65 1.0047
C -0.963 -0.002 2.216 0.58 0.42 -0.32 -0.2937
C 1.491 -0.949 0.605 1.31 -1.44 0.76 -0.5966
C 1.130 -2.345 -0.026 -0.92 0.56 -0.92 -0.1377
C -0.354 -2.522 -0.487 1.19 -0.85 -0.07 -0.1947
F -0.507 -1.813 -1.697 -0.45 -0.29 0.71 -0.0805
C 3.098 -1.110 0.879 -0.70 -0.09 0.42 -0.2703
O 3.656 0.097 0.438 -0.43 -1.33 1.21 -0.1255
B 2.720 0.501 -0.647 0.80 -0.10 0.07 -0.6479
O 1.330 0.220 -0.165 0.03 -1.01 0.68 -0.1073
H -0.388 -3.730 3.954 -0.03 0.41 -0.90 0.0597
H -0.809 -2.946 2.334 0.55 -0.25 0.59 0.0437
H 0.729 -3.947 2.593 -0.90 0.53 -0.03 0.0537
H 0.367 -1.585 4.447 0.48 0.03 -0.86 0.0555
H 1.890 -2.269 3.832 -0.77 0.31 -0.54 0.0595
H -0.955 1.115 2.112 0.01 -0.96 0.02 0.0270
H -1.481 -0.236 3.170 0.19 -0.10 -0.80 0.0183
H -1.466 -0.402 1.308 0.07 0.11 0.85 0.0180
H 1.753 -2.439 -0.957 -0.60 0.13 0.65 0.1184
H 1.441 -3.212 0.611 -0.34 0.94 -0.17 0.1024
H -0.521 -3.608 -0.721 -0.01 0.83 0.08 0.1089
H -1.117 -2.222 0.260 0.48 0.19 -0.60 0.0807
H 3.223 -1.364 1.971 0.29 0.80 -0.58 0.0850
H 3.495 -2.053 0.394 -0.25 0.96 -0.27 0.1098
H 2.942 -0.304 -1.524 0.06 -0.06 -1.07 0.0634
H 3.014 1.652 -0.842 -0.46 0.54 -0.54 0.0528
O -3.552 -1.674 3.154 -0.13 0.13 0.01 0.0996
C -4.510 -1.272 2.553 -0.03 -0.34 0.24 -0.5303
O -4.600 0.031 2.244 0.30 0.41 -0.11 0.0021
C -5.601 0.583 1.385 -0.18 0.01 0.05 -0.2314
C -6.875 0.882 2.148 -0.10 -0.08 0.15 -0.0703
C -5.656 -2.189 2.217 -0.08 -0.22 -0.61 0.0082
H -5.770 -0.061 0.520 -0.02 -0.05 0.07 0.1149
H -5.184 1.514 1.000 0.18 -0.10 0.10 0.1255
H -7.317 -0.025 2.565 -0.03 0.00 -0.10 0.0646
H -7.611 1.357 1.498 0.03 0.00 0.01 0.0789
H -6.666 1.547 2.988 0.03 0.03 -0.10 0.0832
H -6.309 -2.277 3.085 0.02 0.01 -0.02 0.0937
H -5.249 -3.170 1.974 0.04 0.03 0.24 0.0916
H -6.237 -1.873 1.353 -0.12 0.09 0.13 0.0673
O 3.260 3.567 -7.084 0.17 0.27 0.10 0.0828
C 3.405 3.500 -5.889 -0.15 -0.58 -0.09 -0.5380
O 4.214 4.374 -5.271 0.08 0.58 -0.23 -0.0075
C 4.316 4.492 -3.845 0.11 -0.18 0.27 -0.2339
C 5.292 3.485 -3.280 0.09 -0.20 -0.07 -0.0638
C 2.765 2.398 -5.088 -0.49 0.25 0.30 0.0148
H 3.331 4.428 -3.378 0.03 -0.12 -0.04 0.1162
H 4.684 5.501 -3.653 -0.04 0.01 -0.25 0.1171
H 4.964 2.462 -3.465 -0.08 0.04 0.17 0.0722
H 5.404 3.621 -2.204 -0.06 -0.05 -0.02 0.0853
H 6.271 3.596 -3.752 -0.05 0.13 0.02 0.0785
H 3.384 1.503 -5.153 -0.02 0.02 0.05 0.1008
H 1.785 2.188 -5.515 0.17 -0.10 -0.16 0.0911
H 2.599 2.648 -4.042 0.20 -0.17 0.05 0.0734
```
Positions in Å, forces in eV/Å.

Results
Lowest unoccupied orbital energy: 2.19 eV
HOMO energy: -4.2 eV
Frontier orbital gap: 6.42 eV
E: -1508.283177 hartree
Charge: -1
Spin multiplicity: 1

# 3
# C15H32EuNO3P2

C15H32EuNO3P2 as an isolated structure in a non-equilibrium geometry (ωB97M-V with the def2-TZVPD basis set, the Open Molecules 2025 dataset).

XYZ file:
```
54
Properties=species:S:1:pos:R:3:forces:R:3:lowdin_charge:R:1
Eu 0.032 1.260 -0.297 1.64 -1.02 -0.21 1.3970
P 2.326 -1.002 0.252 1.32 -1.43 -1.06 0.7414
C 2.418 -1.585 -1.465 -2.73 2.34 -2.19 -0.3494
C 1.167 -1.529 -2.260 0.76 0.73 0.82 -0.3761
N 0.014 -0.778 -1.906 -0.14 -0.27 1.30 -0.0740
C -1.206 -1.143 -2.389 0.12 -1.70 -1.53 -0.3834
C -1.335 -2.086 -3.421 -0.35 0.72 1.33 -0.0792
C -0.172 -2.661 -3.969 0.93 0.02 0.19 -0.0603
C 1.072 -2.314 -3.442 -1.00 -0.19 -0.42 -0.0572
C -2.571 -0.724 -1.833 0.59 1.16 0.68 -0.2959
P -2.636 0.942 -0.932 -0.80 -1.83 -0.95 0.7281
H 2.023 -2.687 -3.805 -0.28 -0.42 -0.13 0.1085
H -2.374 -2.387 -3.626 0.80 -0.10 -0.43 0.1092
H -0.276 -3.444 -4.732 0.25 0.57 0.17 0.1127
H -3.240 -0.595 -2.695 -0.04 -0.31 0.40 0.0841
H -2.956 -1.493 -1.141 0.16 0.23 -0.32 0.0957
H 2.899 1.905 -1.958 0.31 -0.42 -1.31 -0.0053
H 3.280 -1.390 -2.128 -0.03 -0.58 0.71 0.0568
H -0.239 4.433 -0.713 -2.16 -0.21 -1.13 0.0775
O 3.196 2.382 -2.756 -0.43 -0.07 -0.88 -0.0955
H 2.993 1.927 -3.630 0.15 0.33 2.23 0.0843
H 0.802 1.749 2.333 -0.24 -0.34 0.05 0.0459
O -1.123 4.254 -1.203 2.57 1.47 0.90 -0.1390
H -1.234 5.131 -1.660 -0.07 -1.23 0.42 0.0847
C -2.878 1.971 -2.396 -0.07 0.59 -0.13 -0.2944
H -3.839 1.722 -2.861 0.23 0.09 -0.03 0.0591
H -2.859 3.013 -2.075 -0.16 -0.05 -0.31 0.0138
H -2.061 1.811 -3.115 -0.25 0.02 0.18 0.0601
C -4.261 0.887 -0.136 -0.17 0.43 0.50 -0.2761
H -4.247 1.720 0.589 -0.42 -0.30 -0.28 0.0416
H -5.065 1.033 -0.879 0.27 -0.18 0.45 0.0595
H -4.395 -0.048 0.438 0.04 0.40 -0.37 0.0535
C 2.296 -2.805 0.798 -0.48 0.11 0.66 -0.2892
H 3.257 -3.217 0.484 -0.02 0.05 0.19 0.0349
H 2.069 -3.069 1.840 0.25 0.26 -0.01 0.0201
H 1.555 -3.300 0.172 -0.12 0.16 0.05 0.0276
C 4.159 -0.681 0.456 -0.55 0.41 0.30 -0.3046
H 4.403 -0.359 1.472 0.06 -0.19 -0.05 0.0226
H 4.725 -1.574 0.185 -0.09 0.07 0.07 0.0402
H 4.448 0.128 -0.216 0.00 0.02 -0.04 0.0206
C -0.965 1.307 4.396 -0.05 0.79 -0.38 -0.0420
C -0.022 0.407 3.584 0.38 0.38 0.36 -0.5324
C 1.409 0.559 4.016 0.84 0.38 0.34 -0.0534
C -0.534 -1.039 3.660 0.01 0.22 -1.43 -0.0172
O 0.161 1.046 2.127 -1.35 -0.57 1.48 -0.3110
H -1.069 1.059 5.533 0.37 0.39 -2.31 0.1394
H -1.939 1.294 3.873 0.15 -0.18 0.66 0.0856
H -0.585 2.335 4.200 -0.32 -0.39 0.86 0.0855
H 1.597 0.298 5.051 -0.16 -0.05 0.23 0.1036
H 2.078 -0.031 3.401 0.01 -0.33 -0.16 0.0759
H 1.744 1.611 3.876 -0.21 -0.40 0.40 0.0997
H -1.436 -1.189 3.061 -0.49 0.46 0.47 0.0851
H 0.109 -1.726 3.126 0.76 -0.24 0.44 0.0670
H -0.711 -1.327 4.717 0.24 0.22 -0.78 0.1141
```
Positions in Å, forces in eV/Å.

Results
Lowest unoccupied orbital energy (spin up / spin down): -3.72 / -3.70 eV
<S²>: 15.76
Relative energy (zero: lowest compared OMol25 entry of this formula, charge and spin): 457.6 kJ/mol
HOMO energy (spin up / spin down): -8.5 / -8.5 eV
Frontier orbital gap (spin up / spin down): 4.77 / 4.80 eV
E: -2263.954686 hartree
Charge: +1
Spin multiplicity: 8